Record 1
The following is a quantum chemistry calculation of a structure of composition C31H40F6N2O6S3SeTi, from the Open Molecules 2025 dataset.

## Properties
multiplicity: 2
HOMO energy (alpha / beta): -0.12194 / -0.12195 Ha
gap between HOMO and LUMO (alpha / beta): 5.025 / 4.957 eV
energy relative to the best compared isomer or geometry (same formula, charge and spin): 83.5 kcal/mol
net charge: -1

Atoms and positions in Å:
Ti 0.722 0.998 4.130
C -1.753 0.575 -5.176
C -0.489 -0.323 -4.939
C -1.005 -1.766 -4.693
C 0.334 -0.341 -6.252
C 0.289 0.261 -3.758
C 0.479 -0.294 -2.501
C 1.216 0.374 -1.550
Se 1.754 -0.549 0.120
C 0.353 -1.620 0.874
C -0.120 -2.634 0.027
C -1.187 -3.452 0.369
C -1.619 -3.385 1.704
C -1.099 -2.442 2.631
C -0.124 -1.507 2.203
O 0.338 -0.471 2.975
C -1.564 -2.526 4.071
C -2.669 -1.428 4.283
C -2.128 -3.957 4.319
C -0.342 -2.380 5.105
C -1.954 -4.290 -0.638
C -2.955 -3.343 -1.378
C -0.994 -4.896 -1.597
C -2.804 -5.439 -0.035
C 2.058 1.499 -1.774
O 2.919 1.834 -0.905
C 1.796 2.101 -3.096
C 0.972 1.479 -4.011
C 2.448 3.411 -3.511
C 3.878 3.065 -3.900
C 1.812 4.062 -4.782
C 2.404 4.403 -2.313
H -2.237 0.259 -6.101
H -1.455 1.635 -5.272
H -2.499 0.529 -4.358
H -1.502 -2.144 -5.621
H -1.755 -1.727 -3.909
H -0.219 -2.477 -4.431
H -0.059 -1.084 -6.956
H 1.402 -0.631 -6.067
H 0.358 0.645 -6.742
H 0.106 -1.273 -2.288
H 0.300 -2.776 -0.948
H -2.466 -4.038 1.994
H -3.481 -1.603 3.584
H -2.244 -0.458 4.035
H -2.968 -1.421 5.356
H -3.070 -4.053 3.778
H -2.361 -4.015 5.413
H -1.367 -4.699 4.076
H -0.095 -1.293 5.167
H 0.569 -2.906 4.736
H -0.656 -2.800 6.048
H -2.376 -2.514 -1.878
H -3.667 -2.898 -0.632
H -3.548 -3.899 -2.105
H -0.500 -4.165 -2.244
H -1.560 -5.676 -2.273
H -0.238 -5.456 -1.043
H -3.757 -5.091 0.364
H -2.156 -5.963 0.752
H -3.008 -6.126 -0.886
H 0.793 1.981 -4.992
H 3.877 2.382 -4.773
H 4.404 2.636 -3.030
H 4.432 4.012 -4.182
H 2.185 3.454 -5.640
H 2.121 5.106 -4.935
H 0.699 4.148 -4.784
H 2.824 3.879 -1.462
H 1.351 4.673 -2.050
H 2.944 5.301 -2.587
F -0.710 5.595 5.080
C -0.833 4.281 4.834
F 0.135 3.633 5.582
F -2.011 3.762 5.157
S -0.483 3.755 3.032
O -0.580 2.221 3.305
O -1.550 4.192 2.187
N 0.907 4.384 2.647
S 2.211 3.673 3.220
O 2.030 2.259 3.749
O 3.247 3.658 2.233
C 3.026 4.655 4.640
F 4.303 4.334 4.832
F 2.358 4.493 5.836
F 2.938 5.964 4.347
S 2.757 1.322 7.546
C 1.582 0.853 6.615
N 0.584 0.493 6.045

***

Record 2
The following is a quantum chemistry calculation of a structure of composition C31H41CrO2P, from the Open Molecules 2025 dataset.

## Properties
multiplicity: 5
HOMO energy (alpha / beta): -0.25841 / -0.30890 Ha
gap between HOMO and LUMO (alpha / beta): 7.493 / 8.746 eV

Atoms and positions in Å:
Cr 0.666 0.141 -0.738
C 0.984 -1.451 0.835
C -0.235 -1.806 0.154
C 0.118 -2.051 -1.212
C 1.551 -1.876 -1.295
C 2.092 -1.552 -0.039
C 3.547 -1.374 0.342
C 3.969 -2.552 1.228
C 4.424 -1.335 -0.908
C 3.735 -0.070 1.126
C -0.643 -2.562 -2.444
C 0.077 -2.090 -3.720
C -2.083 -2.059 -2.562
C -0.634 -4.098 -2.437
C -1.562 -1.917 0.928
C -1.316 -1.741 2.433
C -2.593 -0.849 0.544
C -2.150 -3.325 0.752
H 1.062 -1.264 1.894
H 2.131 -2.021 -2.191
H 3.841 -3.500 0.701
H 3.368 -2.591 2.139
H 5.019 -2.459 1.517
H 4.371 -2.275 -1.463
H 5.468 -1.172 -0.629
H 4.124 -0.528 -1.581
H 3.131 -0.062 2.036
H 3.443 0.794 0.522
H 4.780 0.061 1.417
H 0.245 -1.010 -3.713
H -0.536 -2.334 -4.591
H 1.039 -2.584 -3.857
H -2.120 -0.966 -2.568
H -2.731 -2.417 -1.767
H -2.507 -2.409 -3.506
H 0.393 -4.470 -2.419
H -1.117 -4.481 -3.340
H -1.155 -4.508 -1.572
H -0.899 -0.758 2.665
H -0.648 -2.506 2.833
H -2.271 -1.821 2.957
H -2.257 0.137 0.873
H -3.545 -1.052 1.043
H -2.778 -0.791 -0.524
H -1.404 -4.088 0.987
H -2.506 -3.509 -0.258
H -2.998 -3.457 1.428
O 0.884 3.081 -3.576
C 0.851 2.506 -2.516
O 0.919 1.203 -2.364
C 0.764 3.306 -1.207
P -0.036 2.287 0.076
C 0.411 2.988 1.677
C 0.431 4.365 1.896
C 0.781 4.866 3.141
C 1.106 3.997 4.176
C 1.091 2.627 3.964
C 0.747 2.124 2.715
C -1.810 2.614 -0.149
C -2.375 2.253 -1.375
C -3.726 2.449 -1.606
C -4.531 2.993 -0.610
C -3.977 3.341 0.612
C -2.617 3.157 0.843
H 0.247 4.249 -1.375
H 1.788 3.515 -0.885
H 0.175 5.050 1.096
H 0.799 5.935 3.305
H 1.377 4.392 5.147
H 1.353 1.948 4.766
H 0.757 1.055 2.538
H -1.760 1.809 -2.152
H -4.152 2.173 -2.561
H -5.588 3.141 -0.789
H -4.602 3.759 1.390
H -2.198 3.429 1.805